Record 1
This record from the Open Molecules 2025 dataset describes C4H4O2 in the gas phase at a distorted geometry. The level of theory is the ωB97M-V functional and the def2-TZVPD basis.

Properties
ΔE to the lowest compared entry with this formula, charge and spin in kJ/mol: 255.2
Spin multiplicity: 3
Expectation value of S²: 2.008
Calculated total energy in hartree: -305.0689
E_HOMO (alpha / beta) in hartree: -0.232 / -0.395

Atoms and positions in Å:
C (-1.751, -0.157, -0.092)
C (1.455, -0.225, 0.814)
C (0.815, -0.147, -0.403)
C (-0.528, 0.378, -0.571)
O (-2.788, -0.723, -0.182)
O (-1.223, 0.810, 0.607)
H (2.559, -0.482, 0.969)
H (0.875, -0.304, 1.758)
H (1.253, -0.147, -1.426)
H (-0.666, 0.998, -1.474)



Record 2
This record from the Open Molecules 2025 dataset describes a gas-phase ion, C5H14ClN4 (charge +1) at a distorted geometry. The level of theory is the ωB97M-V functional and the def2-TZVPD basis.

Properties
ΔE to the lowest compared entry with this formula, charge and spin in kJ/mol: 0.0
Spin multiplicity: 1
SMILES: [H]/N=N/[C@H](Cl)N([NH3+])C(C)(C)C
Total charge: +1
Calculated total energy in hartree: -877.7418
E_HOMO in hartree: -0.510

Atoms and positions in Å:
C (0.143, -0.944, -1.440)
C (2.322, -0.036, -0.276)
C (0.657, -1.586, 1.033)
C (-1.144, 0.537, 1.132)
C (0.809, -0.497, -0.116)
N (-3.187, -0.210, 0.452)
N (-2.226, 0.498, 0.113)
N (0.067, 0.802, 0.425)
N (-0.082, 1.813, -0.590)
Cl (-1.637, 2.099, 2.104)
H (-0.804, -1.357, -1.068)
H (0.030, -0.094, -2.090)
H (0.777, -1.675, -1.878)
H (2.698, -0.355, -1.241)
H (2.746, -0.557, 0.534)
H (2.287, 1.073, 0.095)
H (1.465, -2.233, 0.915)
H (0.779, -1.024, 1.903)
H (-0.280, -2.194, 0.833)
H (-1.187, -0.174, 1.999)
H (-3.854, -0.039, -0.349)
H (0.726, 1.787, -1.313)
H (-0.119, 2.668, -0.113)
H (-0.984, 1.698, -1.064)



Record 3
This record from the Open Molecules 2025 dataset describes 2 unconnected molecules or ions with the total composition C3H5O4S. The level of theory is the ωB97M-V functional and the def2-TZVPD basis.

Properties
ΔE to the lowest compared entry with this formula, charge and spin in kJ/mol: 117.7
Spin multiplicity: 1
Total charge: -1
Calculated total energy in hartree: -816.5093
E_HOMO in hartree: -0.142

Atoms and positions in Å:
C (0.950, -0.054, 0.198)
C (0.721, 1.236, 0.409)
C (-3.256, -0.275, -0.141)
O (0.078, -1.057, 0.393)
O (2.187, -0.486, -0.248)
O (1.644, 2.239, 0.133)
O (-2.313, -0.039, 0.628)
S (-4.828, 0.263, -0.041)
H (-0.232, 1.600, 0.741)
H (-3.071, -0.962, -1.001)
H (2.400, 1.807, -0.278)
H (-0.863, -0.687, 0.526)
H (2.128, -1.448, -0.272)